DFT (the ωB97M-V functional and the def2-TZVPD basis) results for a cluster of 2 separate species, C7H12P2 in total in a non-equilibrium geometry.

For the LUMO energy, the calculation gives -0.1 eV. The calculation puts the frontier orbital gap at 0.30478 hartree. The structure (SMILES) is PC1=PC=CC1.C=CC.

Atoms and positions in Å:
C (1.72801, 0.72210, 0.00279)
C (2.37347, -0.62620, 0.26364)
C (1.17438, 0.78642, -1.22851)
C (2.14044, -1.49321, -0.94472)
C (-3.34934, 1.67967, 1.24161)
C (-2.72657, 0.76612, 0.30420)
C (-1.41236, 0.60729, 0.20119)
P (1.22321, -0.71655, -2.12733)
P (2.83580, -3.14377, -0.96899)
H (1.78113, 1.54200, 0.69189)
H (3.51068, -0.61392, 0.55518)
H (0.68438, 1.73041, -1.64336)
H (-3.70340, 1.21160, 2.16351)
H (-2.72561, 2.57624, 1.62245)
H (-4.28768, 2.28425, 0.80243)
H (-3.49940, 0.20346, -0.06690)
H (1.89400, -0.99692, 1.13579)
H (-0.70005, 1.13128, 0.77372)
H (-0.97111, -0.15534, -0.46193)
H (2.12281, -3.71186, -2.18595)
H (1.90721, -3.78307, -0.13067)

Atoms 1-2, force components in eV/Å:
0.9 -0.6 -1.5
1.8 0.9 -0.4

DFT (the ωB97M-V functional and the def2-TZVPD basis) results for the molecule C17H21N5O3.

For the LUMO energy, the calculation gives 0.5 eV. The calculation puts the frontier orbital gap at 0.32108 hartree. The structure (SMILES) is CCOC(=O)Cc1cc(=O)[nH]c(/N=C(\N)Nc2ccc(C)cc2C)n1.

Atoms and positions in Å:
C (5.49802, 3.29615, -0.32490)
C (4.17509, 4.00873, -0.08436)
H (4.22232, 5.03649, -0.45938)
H (3.91250, 4.00958, 0.97547)
O (3.09773, 3.32804, -0.73110)
C (2.93435, 3.55081, -2.03643)
O (3.57260, 4.34106, -2.67781)
C (1.83355, 2.66783, -2.59305)
C (2.15927, 1.22293, -2.31570)
C (3.33787, 0.67608, -2.72092)
C (3.64626, -0.69390, -2.41260)
O (4.65935, -1.30529, -2.68799)
N (2.61715, -1.32479, -1.70716)
C (1.45423, -0.72693, -1.34100)
N (1.21608, 0.53620, -1.63348)
N (0.60961, -1.53167, -0.66922)
C (-0.55158, -1.11229, -0.21987)
N (-1.03736, 0.12038, -0.40815)
H (-1.83180, 0.45175, 0.11087)
H (-0.37495, 0.74392, -0.88125)
N (-1.25021, -2.03078, 0.48868)
C (-2.55882, -1.94742, 0.98347)
C (-3.57259, -1.33467, 0.25493)
C (-4.85924, -1.27305, 0.75868)
C (-5.16677, -1.83437, 1.98892)
C (-4.15106, -2.46635, 2.69775)
C (-2.85301, -2.53419, 2.22191)
C (-1.77832, -3.22151, 3.00925)
H (-2.14271, -3.48839, 3.99739)
H (-1.45926, -4.13642, 2.50823)
H (-0.90806, -2.57617, 3.12099)
H (-4.38170, -2.91600, 3.65324)
C (-6.55248, -1.76838, 2.55322)
H (-6.57550, -1.10462, 3.41743)
H (-7.25631, -1.39466, 1.81430)
H (-6.87903, -2.75311, 2.88252)
H (-5.63255, -0.79223, 0.17803)
H (-3.36045, -0.93398, -0.72454)
H (-0.73822, -2.88279, 0.66560)
H (2.74786, -2.29565, -1.45124)
H (4.06794, 1.24720, -3.27013)
H (0.88931, 2.92148, -2.11015)
H (1.75755, 2.85008, -3.66565)
H (5.42455, 2.25478, -0.02050)
H (6.28440, 3.78110, 0.24627)
H (5.75438, 3.33502, -1.38058)

Atoms 1-2, force components in eV/Å:
-0.4 0.1 -0.1
0.5 0.3 0.1

DFT (the ωB97M-V functional and the def2-TZVPD basis) results for a structure of composition C5H8NO2S2 in a non-equilibrium geometry.

For the LUMO energy, the calculation gives 3.2 eV. The charge is -1. The calculation puts the frontier orbital gap at 0.27537 hartree.

Atoms and positions in Å:
C (2.78626, 0.24480, 0.16426)
C (-1.70800, 0.43175, -0.76357)
C (-1.20138, 1.62181, 0.04286)
C (-1.17625, -0.86175, -0.11913)
C (1.26240, 0.36804, 0.61424)
N (0.77281, -2.36547, 0.57223)
O (2.82437, -0.67783, -0.63499)
O (3.63926, 0.88631, 0.68342)
S (0.66267, 1.86561, -0.18105)
S (0.61308, -1.09649, -0.33143)
H (-2.84868, 0.57510, -0.78721)
H (-1.30937, 0.42477, -1.85852)
H (-1.81529, 2.37729, -0.41288)
H (-1.42960, 1.29947, 1.01744)
H (-1.45729, -0.65862, 0.90534)
H (-1.86389, -1.62619, -0.67758)
H (1.10769, 0.38849, 1.61063)
H (1.14122, -3.19710, 0.15593)

Atoms 1-2, force components in eV/Å:
-2.6 -1.5 0.6
0.7 0.0 -2.0

DFT (the ωB97M-V functional and the def2-TZVPD basis) results for a structure of composition C36H29F5N3PdSSbSi in a non-equilibrium geometry.

Its expectation value of S² is 2.021. For the LUMO energy (alpha / beta), the calculation gives -1.9 / -2.5 eV. The calculation puts the frontier orbital gap (alpha / beta) at 0.14159 / 0.11907 hartree. As for the spin multiplicity: 3.

Atoms and positions in Å:
Pd (11.73845, 16.86898, 8.10142)
C (11.13993, 19.01580, 5.85042)
C (12.21476, 19.48183, 6.80120)
C (13.02858, 20.65421, 6.73946)
C (13.93529, 20.98524, 7.74008)
C (14.06369, 20.14963, 8.84722)
C (13.25629, 18.99768, 8.86483)
N (12.39264, 18.74692, 7.93044)
Sb (13.55652, 17.37397, 10.19812)
C (14.25415, 15.60786, 8.92130)
C (15.47442, 14.93232, 8.86814)
C (15.59100, 13.98148, 7.82366)
C (14.51909, 13.78742, 6.93692)
C (13.34154, 14.50461, 7.05104)
C (12.22747, 14.34753, 6.04609)
N (13.23141, 15.35967, 8.07679)
C (12.74365, 16.68062, 12.23256)
C (11.64543, 17.23864, 12.83272)
C (11.01762, 16.60844, 13.94268)
C (11.45696, 15.39119, 14.33202)
C (12.51269, 14.78210, 13.56619)
C (12.81563, 13.33962, 13.79072)
N (13.10479, 15.41263, 12.55025)
H (11.32791, 19.56167, 4.89587)
H (11.16093, 17.91858, 5.64567)
H (10.13543, 19.30660, 6.13396)
H (12.86682, 21.38420, 6.00112)
H (14.44454, 21.93202, 7.75634)
H (14.71246, 20.35934, 9.71815)
H (16.27854, 15.17327, 9.61565)
H (16.47256, 13.27324, 7.79164)
H (14.47200, 13.04502, 6.14698)
H (12.51029, 14.85110, 5.09042)
H (12.09073, 13.28225, 5.80463)
H (11.31176, 14.79944, 6.48847)
H (11.34080, 18.25666, 12.61967)
H (10.10689, 17.00522, 14.43384)
H (11.04858, 14.77907, 15.14828)
H (12.09820, 12.89495, 14.52314)
H (12.70184, 12.82140, 12.84835)
H (13.79975, 13.17152, 14.25788)
C (5.77183, 18.79794, 7.84350)
C (6.59164, 19.25748, 8.87635)
C (7.91220, 18.74658, 9.01590)
C (8.26887, 17.63878, 8.29838)
C (7.48615, 17.19982, 7.25132)
C (6.19304, 17.73918, 7.07846)
Si (9.68784, 16.56811, 8.97269)
C (9.16654, 14.73555, 9.06120)
C (8.37832, 14.34253, 10.13799)
C (7.97848, 13.03100, 10.25061)
C (8.09089, 12.12519, 9.22693)
C (8.82103, 12.56263, 8.07487)
C (9.37240, 13.83769, 7.99685)
H (4.84457, 19.25937, 7.62268)
H (6.28648, 20.00648, 9.59029)
H (8.56528, 19.15007, 9.81635)
H (7.83012, 16.37021, 6.61648)
H (5.55491, 17.26854, 6.30641)
H (9.71558, 16.92925, 10.35763)
H (8.15193, 14.97077, 11.00371)
H (7.59367, 12.74579, 11.22873)
H (7.70752, 11.10835, 9.27344)
H (8.97835, 11.88237, 7.26917)
H (9.86931, 14.19721, 7.07122)
F (12.87134, 5.27226, 7.60224)
C (12.85036, 6.67100, 7.52030)
C (11.63856, 7.28100, 7.16583)
F (10.56047, 6.58072, 6.70974)
C (11.49263, 8.63072, 7.39198)
F (10.27475, 9.15403, 7.01687)
C (12.53123, 9.53281, 7.83056)
S (12.33886, 11.21564, 7.84428)
C (13.67909, 8.85070, 8.25981)
F (14.64146, 9.46633, 8.95431)
C (13.87220, 7.47195, 8.12124)
F (15.03596, 6.87767, 8.53857)

Atoms 1-2, force components in eV/Å:
0.1 -1.6 0.3
1.0 0.7 -1.4

Energy above the lowest of the compared OMol25 structures with the same formula, charge and spin list, top to bottom, in kJ/mol: 218.2, 0.0, 402.1, 186.5
Energy list, top to bottom, in Ha: -956.4938, -1160.0026, -1196.8861, -3108.3455